This record from the OMol25 dataset describes one molecule with the formula C3H9NS. The level of theory is ωB97M-V/def2-TZVPD.

Structure (XYZ):
```
14
Properties=species:S:1:pos:R:3:forces:R:3:mulliken_charge:R:1
C 2.07362 0.09797 0.68733 0.7 1.2 0.8 -0.856
N 0.71028 -0.31898 0.76642 -1.5 -1.4 -0.3 -0.280
C -0.19268 -0.03905 -0.34830 1.0 -0.3 -1.0 -0.462
C -1.66297 -0.50590 -0.25155 1.0 0.9 -0.5 -0.635
S -2.59402 0.22212 -1.69881 0.4 -0.4 1.1 -0.209
H 2.54933 0.05990 -0.28589 -0.6 -0.2 -0.5 0.312
H 2.16383 1.14861 1.01337 0.3 0.0 -0.1 0.296
H 2.77455 -0.47008 1.31159 -0.5 -0.2 0.2 0.293
H 0.25576 -0.21661 1.65772 0.3 0.3 0.2 0.211
H 0.14725 -0.67053 -1.18033 0.4 0.5 -0.2 0.194
H -0.09512 1.00590 -0.69597 -0.3 -0.1 0.2 0.317
H -2.07694 -0.20521 0.70799 -0.5 -0.3 -0.1 0.352
H -1.62676 -1.57074 -0.45281 -0.5 -0.2 0.5 0.354
H -2.42613 1.46261 -1.23078 -0.1 0.2 -0.2 0.114
```
Forces are in eV/Å.

Its SMILES is CNCCS. As for the multiplicity: 1.

=====

This record from the OMol25 dataset describes one molecule with the formula C3H9NS. The level of theory is ωB97M-V/def2-TZVPD.

Structure (XYZ):
```
14
Properties=species:S:1:pos:R:3:forces:R:3:mulliken_charge:R:1
N 0.82245 -0.17556 -2.15799 0.7 -0.5 0.1 -0.650
C 0.64661 -0.64962 -0.78021 0.3 -0.1 0.1 -0.512
C 0.23386 0.46708 0.17908 -1.3 -0.6 -0.2 -0.324
C -0.58668 -0.06609 1.36823 0.4 0.5 0.9 -0.773
S -2.07530 0.92875 1.76911 -0.1 -0.3 -0.3 -0.217
H -0.07231 0.04793 -2.56918 -0.2 0.0 0.0 0.225
H 1.21319 -0.95239 -2.70008 -0.2 0.5 0.1 0.238
H -0.09415 -1.45420 -0.74932 -0.2 0.0 0.2 0.308
H 1.58607 -1.08861 -0.43714 0.1 0.0 -0.1 0.311
H 1.05870 1.06724 0.54911 0.1 0.2 -0.3 0.314
H -0.47704 1.06854 -0.39361 0.3 0.4 0.1 0.291
H -0.07640 0.01035 2.32883 0.5 -0.2 -0.3 0.319
H -0.82375 -1.12148 1.28139 -0.5 0.0 -0.2 0.352
H -1.35525 1.91808 2.31177 -0.1 0.1 0.0 0.118
```
Forces are in eV/Å.

Its SMILES is NCCCS. As for the multiplicity: 1.

=====

This record from the OMol25 dataset describes a 3-piece molecular cluster, C3H9NS overall. The level of theory is ωB97M-V/def2-TZVPD.

Structure (XYZ):
```
14
Properties=species:S:1:pos:R:3:forces:R:3:mulliken_charge:R:1
C -2.08687 0.17512 -0.16803 -1.0 -0.2 -0.7 -1.060
C -0.66095 -0.02298 -0.53997 0.7 0.3 0.0 -0.143
C 0.29930 0.88545 -0.37061 -0.7 -0.6 -1.0 -0.213
N 1.59175 0.79945 -0.99461 0.9 0.2 2.7 -0.558
H -2.38137 1.22355 -0.02670 0.4 -0.2 0.2 0.318
H -2.71692 -0.16049 -1.01233 0.2 0.1 0.2 0.288
H -2.44679 -0.42594 0.66842 0.2 0.1 0.2 0.245
H -0.36210 -0.93451 -1.06419 -0.3 0.1 0.1 0.362
H 0.06716 1.82489 0.12577 0.2 0.0 -0.1 0.241
H 0.34047 -2.00909 1.44473 0.1 -0.1 0.2 0.334
H 2.07488 -0.07701 -0.73204 -0.8 -0.2 -0.8 0.249
H 2.13444 1.34762 -0.31180 0.3 0.6 -0.9 0.320
S 3.26693 -1.09690 1.72209 -0.3 -0.1 0.0 -0.014
H 0.88008 -1.52916 1.25926 0.2 0.2 0.0 -0.368
```
Forces are in eV/Å.

As for the multiplicity: 1.

=====

This record from the OMol25 dataset describes a 2-piece molecular cluster, C3H9NS2 overall. The level of theory is ωB97M-V/def2-TZVPD.

Structure (XYZ):
```
15
Properties=species:S:1:pos:R:3:forces:R:3:mulliken_charge:R:1
C 1.35165 0.53535 -1.00584 0.5 0.0 -2.0 -0.768
C 1.18665 0.79988 0.29145 2.4 0.1 2.4 0.159
N 2.05887 0.32899 1.27479 -0.1 0.8 0.0 -0.585
H 0.38789 0.32000 -1.44202 -0.1 1.4 -1.2 0.157
H 2.25875 0.84658 -1.59937 -0.7 -1.9 0.8 0.281
H 0.67901 1.72934 0.53440 -1.6 -0.9 0.9 0.309
H 2.53663 -0.55038 1.18294 -0.1 0.0 -0.8 0.259
H 1.92127 0.51754 2.25515 -0.2 0.6 -0.2 0.216
C -1.52092 -1.50896 -0.51525 0.5 1.8 -0.3 -0.854
S -2.61966 -0.10308 -1.01943 0.4 0.0 2.4 -0.060
S -2.65350 0.76285 0.92093 -0.3 0.3 -0.9 -0.207
H -2.02383 -2.39305 -0.63104 -1.7 -2.2 0.5 0.418
H -0.94270 -1.51884 -1.39363 1.8 -0.1 -0.7 0.266
H -0.93951 -1.44523 0.43655 -0.7 0.4 -1.1 0.271
H -1.68064 1.67902 0.71038 -0.2 -0.2 0.1 0.138
```
Forces are in eV/Å.

Its SMILES is C=CN.CSS. As for the multiplicity: 1.

=====

This record from the OMol25 dataset describes a 2-piece molecular cluster, C3H9NSi overall. The level of theory is ωB97M-V/def2-TZVPD.

Structure (XYZ):
```
14
Properties=species:S:1:pos:R:3:forces:R:3:mulliken_charge:R:1
C 2.95984 -0.34086 -0.25899 -0.5 -2.2 1.5 -0.435
C 2.03627 -0.95172 0.48023 1.5 1.0 -0.9 -1.004
C 0.01579 0.73894 0.10492 0.4 1.2 1.5 -0.406
N -1.34934 0.68159 0.51247 0.9 -1.3 -0.8 -0.204
Si -2.34772 -0.50937 -0.18689 -0.2 0.2 -0.7 0.235
H 3.08121 0.38071 -1.03731 -0.2 0.5 -0.1 0.316
H 3.85524 -0.96434 0.01724 -0.4 0.5 -0.4 0.255
H -1.68589 1.11926 1.32373 0.2 0.5 1.2 0.266
H 0.44188 1.64713 0.62493 0.1 -0.6 -1.5 0.345
H 0.81976 -0.09140 0.47770 -1.9 0.6 -0.2 0.646
H -0.06833 0.65933 -0.97374 1.2 0.5 -0.3 0.277
H -1.60181 -1.73329 -0.55490 0.0 0.0 0.2 -0.076
H -3.22273 -0.64002 0.94989 -1.1 -0.5 0.1 -0.130
H -2.93417 0.00405 -1.47928 -0.1 -0.3 0.4 -0.086
```
Forces are in eV/Å.

As for the multiplicity: 1.

=====

This record from the OMol25 dataset describes a 2-piece molecular cluster, C3H9O2 overall. The level of theory is ωB97M-V/def2-TZVPD.

Structure (XYZ):
```
14
Properties=species:S:1:pos:R:3:forces:R:3:mulliken_charge:R:1
C -0.56977 -0.76874 0.47780 -0.8 0.1 -1.0 -0.451
O -1.86716 -0.69587 -0.17385 2.5 0.8 1.6 -0.896
C 0.66770 0.22319 0.06964 -4.6 -1.4 -3.9 -0.188
C 1.11655 0.92601 1.18825 0.5 2.1 4.4 -1.341
H -0.58079 -0.62581 1.66914 -0.3 -0.9 -2.1 0.196
H -0.12504 -1.71882 0.08157 -0.3 -0.2 1.3 0.169
H 1.38409 -0.34669 -0.48507 0.9 -0.6 0.2 0.353
H 0.28185 0.87226 -0.76704 0.1 -0.2 0.9 0.258
H 0.31611 1.55612 1.71258 0.6 -1.1 -0.7 0.271
H 1.52983 0.22838 1.98101 -0.1 0.9 -0.7 0.295
H 1.80576 1.68343 0.90378 1.4 0.6 0.1 0.415
H -1.71647 -0.20243 -1.64624 -0.4 0.5 0.1 0.404
H -0.86616 -0.95590 -2.38715 0.5 -0.3 -0.8 0.268
O -1.37650 -0.17513 -2.62441 0.0 -0.2 0.6 -0.753
```
Forces are in eV/Å.

As for the multiplicity: 1. As for the charge: -1.

=====

This record from the OMol25 dataset describes C3H9O2 as an isolated structure. The level of theory is ωB97M-V/def2-TZVPD.

Structure (XYZ):
```
14
Properties=species:S:1:pos:R:3:forces:R:3:mulliken_charge:R:1
C 0.47625 1.06581 -0.02591 -2.0 -0.3 2.1 -0.515
O 1.71487 0.83878 -0.47045 1.0 0.0 -0.3 -0.408
C -0.10897 0.01118 1.06083 0.4 0.2 -1.2 -0.253
C -1.49447 -0.52535 0.66736 -1.0 1.1 -0.6 -1.065
H -0.23039 1.11887 -0.87748 0.2 0.1 0.0 0.321
H 0.43090 2.11045 0.40513 0.2 -0.7 -0.4 0.312
H -0.12316 0.46645 2.03482 0.0 0.3 0.4 0.352
H 0.60273 -0.82578 1.13292 -0.1 0.3 -0.2 0.269
H -1.60011 -0.35154 -0.39208 0.1 -0.4 -0.8 0.305
H -2.40843 0.05136 0.97507 1.1 -0.4 0.6 0.307
H -1.67734 -1.58315 0.82402 0.2 0.0 0.3 0.314
H 1.88883 -0.24140 -1.19080 -0.2 -1.8 -2.6 0.422
H 0.80265 -1.18250 -1.98041 0.1 -0.2 -0.3 0.301
O 1.72663 -0.95317 -2.16301 0.0 2.0 2.9 -0.662
```
Forces are in eV/Å.

As for the expectation value of S²: 0.758. As for the multiplicity: 2.

=====

This record from the OMol25 dataset describes a 2-piece molecular cluster, C3H9O2P overall. The level of theory is ωB97M-V/def2-TZVPD.

Structure (XYZ):
```
15
Properties=species:S:1:pos:R:3:forces:R:3:mulliken_charge:R:1
C -0.20041 1.14176 -0.15495 -0.3 -1.6 -0.5 -0.943
C -1.47282 -0.98703 0.26164 1.1 -1.0 2.6 -1.051
C -0.54340 -0.31329 -0.59535 3.3 1.7 -0.4 -0.251
O 3.39211 1.07342 -0.20503 -0.2 1.8 -2.1 -0.316
O 2.79060 0.06677 0.54551 0.7 0.0 2.0 -0.152
P 2.05743 -1.12228 -0.31886 -1.5 -0.6 -0.4 0.149
H -0.97592 1.87215 -0.38695 -0.4 -0.1 -0.1 0.359
H -0.19984 1.01459 0.95201 0.8 0.8 -0.7 0.286
H 0.70258 1.50086 -0.68559 -0.2 -0.1 1.0 0.267
H -2.36724 -0.44102 0.35688 -1.2 1.3 0.6 0.322
H -0.95159 -1.10465 1.29177 -1.4 -0.2 -1.4 0.254
H -1.84278 -1.88397 -0.16138 0.2 -1.5 -0.1 0.338
H -0.59394 -0.61767 -1.62648 0.2 0.5 -0.4 0.411
H 4.35723 1.17914 -0.07522 -0.5 -1.2 0.8 0.294
H 2.07369 -1.90698 0.91542 -0.4 0.4 -0.7 0.033
```
Forces are in eV/Å.

As for the multiplicity: 1.

=====

Respective electronic energy values: -572.606057 -572.622628 -572.428844 -970.702121 -463.754121 -270.135614 -270.046876 -611.318492 a.u..